Record 1
ORCA calculation (ωB97M-V/def2-TZVPD) on one molecule with the formula C19H20Br2N6OS in a non-equilibrium geometry.

The HOMO energy comes out at -7.91 eV. The value obtained for the electronic energy is -6685.83737 Ha. Its charge is 0. For the energy above the lowest of the compared OMol25 structures with the same formula, charge and spin, the calculation gives 8.66 kcal/mol. Its structure (SMILES) is O=C1c2c(Br)nn(Br)c2CCN1CCN1CCN(c2nsc3ccccc23)CC1.

Last columns: bonded neighbours and bond lengths (Å).
Positions of all 49 atoms, in Å:
1 O -0.6445 4.6769 1.0832  C7 1.212
2 Br -3.8457 4.9336 0.2996  C8 1.921
3 Br -2.2553 2.5240 -4.6876  N18 2.091
4 N -3.1431 3.5840 -2.0723  C8 1.262, N18 1.326
5 N 1.4930 -4.1993 0.7319  S6 1.681, C9 1.299
6 S 1.1835 -5.7375 0.1276  N5 1.681, C16 1.761
7 C -0.3487 3.7911 0.3110  O1 1.212, C10 1.437, N19 1.447
8 C -2.7303 4.0009 -0.9551  Br2 1.921, N4 1.262, C10 1.515
9 C 0.5472 -3.3226 0.5720  N5 1.299, C17 1.490, N20 1.438
10 C -1.3265 3.4925 -0.6981  C7 1.437, C8 1.515, C11 1.414
11 C -1.0250 2.7443 -1.8596  C10 1.414, N18 1.401, C22 1.535
12 C -2.4689 -5.3080 -1.5359  C13 1.412, C14 1.389, H30 1.058
13 C -2.7683 -3.9368 -1.3854  C12 1.412, C15 1.376, H31 1.132
14 C -1.2939 -5.9437 -1.1551  C12 1.389, C16 1.331, H32 1.090
15 C -1.7648 -3.2439 -0.7478  C13 1.376, C17 1.441, H33 1.045
16 C -0.3600 -5.2195 -0.5433  S6 1.761, C14 1.331, C17 1.396
17 C -0.5531 -3.8633 -0.2746  C9 1.490, C15 1.441, C16 1.396
18 N -2.1973 2.8334 -2.6209  Br3 2.091, N4 1.326, C11 1.401
19 N 1.0106 3.3282 0.1365  C7 1.447, C23 1.493, C24 1.427
20 N 0.6831 -1.9298 0.9011  C9 1.438, C25 1.453, C26 1.471
21 N 1.2443 0.8212 1.6830  C27 1.475, C28 1.536, C29 1.556
22 C 0.3983 2.1762 -1.9407  C11 1.535, C23 1.516, H34 1.141, H35 1.151
23 C 1.3967 3.1133 -1.2892  N19 1.493, C22 1.516, H36 1.083, H37 1.103
24 C 2.0483 3.1484 1.0996  N19 1.427, C27 1.558, H38 1.091, H39 1.081
25 C -0.3961 -0.9970 1.1751  N20 1.453, C28 1.555, H40 1.121, H41 1.105
26 C 2.0717 -1.5465 1.2002  N20 1.471, C29 1.520, H42 1.097, H43 1.048
27 C 1.6001 2.1519 2.2107  N21 1.475, C24 1.558, H44 1.084, H45 1.032
28 C -0.0684 0.1727 2.1466  N21 1.536, C25 1.555, H46 1.131, H47 1.049
29 C 2.4396 -0.0723 1.2428  N21 1.556, C26 1.520, H48 1.038, H49 1.127
30 H -3.2866 -5.8698 -1.9041  C12 1.058
31 H -3.7587 -3.4807 -1.6896  C13 1.132
32 H -1.1535 -7.0200 -1.2504  C14 1.090
33 H -1.9586 -2.2282 -0.5937  C15 1.045
34 H 0.4020 1.2104 -1.3335  C22 1.141
35 H 0.6610 2.0143 -3.0494  C22 1.151
36 H 2.4198 2.7755 -1.3970  C23 1.083
37 H 1.3110 4.0479 -1.8682  C23 1.103
38 H 2.9728 2.8877 0.5819  C24 1.091
39 H 2.0456 4.0564 1.6855  C24 1.081
40 H -1.2255 -1.5821 1.6521  C25 1.121
41 H -0.7554 -0.5673 0.2222  C25 1.105
42 H 2.5583 -1.9969 0.3263  C26 1.097
43 H 2.3712 -1.9440 2.1230  C26 1.048
44 H 2.4523 2.0108 2.8651  C27 1.084
45 H 0.8366 2.5151 2.8026  C27 1.032
46 H 0.0611 -0.2170 3.1999  C28 1.131
47 H -0.8563 0.8602 2.2254  C28 1.049
48 H 3.1520 0.0396 1.9896  C29 1.038
49 H 2.8245 0.3156 0.2571  C29 1.127

Record 2
ORCA calculation (ωB97M-V/def2-TZVPD) on a 2-piece molecular cluster, C19H20Cl2FNO5 overall in a non-equilibrium geometry.

The HOMO energy comes out at -8.33 eV. The value obtained for the electronic energy is -2187.14695 Ha. Its charge is 0. For the energy above the lowest of the compared OMol25 structures with the same formula, charge and spin, the calculation gives 23.14 kcal/mol. Its structure (SMILES) is CCOC(=O)C(F)(C(=O)OCC)c1ccc(OC)cc1.Clc1cccc(Cl)n1.

Last columns: bonded neighbours and bond lengths (Å).
Positions of all 48 atoms, in Å:
1 Cl -0.8138 -0.2260 12.0261  C2 1.732
2 C 0.7531 0.2040 12.6272  Cl1 1.732, N3 1.337, C9 1.406
3 N 1.6648 0.7133 11.7927  C2 1.337, C5 1.340
4 F 1.6120 -0.4309 7.6173  C17 1.375
5 C 2.9499 0.5528 12.1374  N3 1.340, Cl6 1.730, C7 1.404
6 Cl 4.1750 0.5373 10.9154  C5 1.730
7 C 3.3651 0.3480 13.4628  C5 1.404, C8 1.407, H10 1.087
8 C 2.3513 0.1340 14.4146  C7 1.407, C9 1.405, H11 1.091
9 C 1.0209 -0.0215 13.9893  C2 1.406, C8 1.405, H12 1.086
10 H 4.4337 0.3795 13.6617  C7 1.087
11 H 2.6012 0.0797 15.4753  C8 1.091
12 H 0.1760 -0.2779 14.6221  C9 1.086
13 C -2.5673 -1.9132 7.9334  C14 1.511, H32 1.097, H33 1.094, H34 1.094
14 C -1.4894 -2.0714 6.8867  C13 1.511, O15 1.475, H35 1.091, H36 1.095
15 O -0.7289 -0.8100 6.8092  C14 1.475, C16 1.344
16 C 0.2456 -0.5135 5.9317  O15 1.344, C17 1.563, O31 1.214
17 C 1.3255 0.4170 6.5737  F4 1.375, C16 1.563, C18 1.615, C23 1.569
18 C 0.6412 1.7661 7.1382  C17 1.615, O19 1.216, O20 1.339
19 O 1.2448 2.8185 7.2254  C18 1.216
20 O -0.6211 1.6908 7.5798  C18 1.339, C21 1.453
21 C -1.1107 2.9021 8.2165  O20 1.453, C22 1.500, H37 1.095, H38 1.092
22 C -2.4923 2.6052 8.7209  C21 1.500, H39 1.093, H40 1.091, H41 1.090
23 C 2.7752 0.6213 6.0087  C17 1.569, C24 1.411, C30 1.405
24 C 3.5295 1.8132 6.0603  C23 1.411, C25 1.395, H42 1.083
25 C 4.9118 1.8306 5.8749  C24 1.395, C26 1.431, H43 1.099
26 C 5.6284 0.6162 5.6321  C25 1.431, O27 1.375, C29 1.432
27 O 6.9979 0.6207 5.7520  C26 1.375, C28 1.452
28 C 7.6672 -0.6675 5.7585  O27 1.452, H44 1.090, H45 1.100, H46 1.100
29 C 4.8869 -0.6055 5.7219  C26 1.432, C30 1.390, H47 1.101
30 C 3.5034 -0.5696 5.8507  C23 1.405, C29 1.390, H48 1.084
31 O 0.3663 -1.0380 4.8434  C16 1.214
32 H -3.2597 -2.7641 7.9074  C13 1.097
33 H -2.1199 -1.8809 8.9317  C13 1.094
34 H -3.1891 -1.0185 7.8302  C13 1.094
35 H -0.7956 -2.8475 7.2142  C14 1.091
36 H -1.9322 -2.3243 5.9175  C14 1.095
37 H -0.4376 3.1942 9.0298  C21 1.095
38 H -1.1082 3.6741 7.4439  C21 1.092
39 H -3.0097 3.4805 9.1216  C22 1.093
40 H -3.1300 2.2141 7.9266  C22 1.091
41 H -2.4485 1.8598 9.5154  C22 1.090
42 H 3.0499 2.7626 6.2626  C24 1.083
43 H 5.4762 2.7593 6.0358  C25 1.099
44 H 8.7241 -0.4114 5.6823  C28 1.090
45 H 7.4511 -1.2011 6.6964  C28 1.100
46 H 7.3462 -1.2730 4.8981  C28 1.100
47 H 5.3906 -1.5767 5.8435  C29 1.101
48 H 2.9308 -1.4893 5.8974  C30 1.084

Record 3
ORCA calculation (ωB97M-V/def2-TZVPD) on a 2-piece molecular cluster, C19H20Cl2N2O3PS overall in a non-equilibrium geometry.

The HOMO energy comes out at -11.07 eV. The value obtained for the electronic energy is -2730.81756 Ha. Its charge is +1.

Last columns: bonded neighbours and bond lengths (Å).
Positions of all 48 atoms, in Å:
1 C -3.9465 2.0733 -3.7978  C2 1.585, H23 1.126, H24 1.124, H25 1.126
2 C -3.2286 2.0029 -2.3860  C1 1.585, C3 1.573, H26 1.117, H27 1.127
3 C -1.6789 2.1717 -2.5928  C2 1.573, Cl4 1.831, N5 1.475, H28 1.127
4 Cl -0.9004 2.8927 -1.1012  C3 1.831
5 N -0.9564 0.9330 -2.9376  C3 1.475, C6 1.413, C20 1.384
6 C -0.9498 -0.3289 -2.3013  N5 1.413, Cl7 1.758, C8 1.446
7 Cl -1.8964 -0.7649 -0.8854  C6 1.758
8 C -0.0476 -1.1907 -3.0324  C6 1.446, O9 1.354, N18 1.406
9 O 0.3243 -2.4868 -2.9046  C8 1.354, C10 1.434
10 C 0.2614 -2.9704 -1.5556  O9 1.434, O11 1.195, C12 1.533
11 O -0.6138 -3.7437 -1.3040  C10 1.195
12 C 1.2016 -2.5509 -0.4203  C10 1.533, C13 1.481, C17 1.463
13 C 0.5917 -2.4579 0.9257  C12 1.481, C14 1.453, H29 1.121
14 C 1.3384 -2.1171 2.1244  C13 1.453, C15 1.466, H30 1.121
15 C 2.7728 -1.8411 2.0012  C14 1.466, C16 1.477, H31 1.111
16 C 3.3969 -1.9025 0.6640  C15 1.477, C17 1.471, H32 1.119
17 C 2.6321 -2.2685 -0.5376  C12 1.463, C16 1.471, H33 1.112
18 N 0.4297 -0.3937 -4.0875  C8 1.406, S19 1.727, C20 1.401
19 S 1.5118 -0.8603 -5.3505  N18 1.727, H34 1.389
20 C -0.1175 0.8950 -4.0374  N5 1.384, N18 1.401, P21 1.887
21 P 0.2357 2.2676 -5.2834  C20 1.887, O22 1.497, H35 1.425, H36 1.438
22 O 0.4285 3.6058 -4.6400  P21 1.497
23 H -5.0526 1.9681 -3.6139  C1 1.126
24 H -3.6986 3.0140 -4.3618  C1 1.124
25 H -3.6020 1.1762 -4.3855  C1 1.126
26 H -3.5406 1.0412 -1.9111  C2 1.117
27 H -3.5711 2.8229 -1.6928  C2 1.127
28 H -1.5476 2.9565 -3.3914  C3 1.127
29 H -0.5058 -2.6610 1.0313  C13 1.121
30 H 0.7750 -2.1027 3.0932  C14 1.121
31 H 3.3366 -1.5941 2.9267  C15 1.111
32 H 4.4868 -1.6499 0.6299  C16 1.119
33 H 3.1399 -2.3338 -1.5249  C17 1.112
34 H 0.6850 -1.2495 -6.3967  S19 1.389
35 H 1.2749 1.9092 -6.1899  P21 1.425
36 H -0.9632 2.3500 -6.0734  P21 1.438
37 C 1.5182 -0.1750 7.2734  C38 1.389, C42 1.390, H43 1.084
38 C 1.9829 -0.0403 5.9710  C37 1.389, C39 1.390, H44 1.084
39 C 1.1299 0.4127 4.9715  C38 1.390, C40 1.390, H45 1.085
40 C -0.1860 0.7402 5.2769  C39 1.390, C41 1.389, H46 1.084
41 C -0.6494 0.6088 6.5802  C40 1.389, C42 1.390, H47 1.084
42 C 0.2010 0.1473 7.5776  C37 1.390, C41 1.390, H48 1.083
43 H 2.1824 -0.5313 8.0520  C37 1.084
44 H 3.0115 -0.2894 5.7345  C38 1.084
45 H 1.4910 0.5118 3.9536  C39 1.085
46 H -0.8502 1.0981 4.4983  C40 1.084
47 H -1.6750 0.8658 6.8188  C41 1.084
48 H -0.1622 0.0400 8.5927  C42 1.083

Record 4
ORCA calculation (ωB97M-V/def2-TZVPD) on one molecule with the formula C19H20ClNO3S in a non-equilibrium geometry.

The HOMO energy comes out at -8.41 eV. The value obtained for the electronic energy is -1874.83493 Ha. Its charge is 0. For the energy above the lowest of the compared OMol25 structures with the same formula, charge and spin, the calculation gives 58.57 kcal/mol. Its structure (SMILES) is O=C(O)CCc1ccc(OCc2cccc(SCC3CC3)n2)c(Cl)c1.

Last columns: bonded neighbours and bond lengths (Å).
Positions of all 45 atoms, in Å:
1 O 3.5171 -3.3261 -6.6842  C7 1.233
2 Cl 3.2736 0.9554 -0.3788  C16 1.764
3 N -0.3670 2.0205 2.3652  C8 1.319, C9 1.347
4 O 1.6094 -2.4806 -7.6253  C7 1.363, H26 0.966
5 O 1.4592 -0.8240 1.0273  C17 1.333, C19 1.463
6 S -1.4600 4.1180 3.6053  C8 1.775, C20 1.840
7 C 2.3876 -2.8450 -6.5671  O1 1.233, O4 1.363, C21 1.554
8 C -0.6338 2.5478 3.5439  N3 1.319, S6 1.775, C10 1.390
9 C 0.1187 0.7654 2.2972  N3 1.347, C11 1.394, C19 1.529
10 C -0.3917 1.8857 4.7424  C8 1.390, C12 1.406, H27 1.095
11 C 0.3010 -0.0035 3.4451  C9 1.394, C12 1.380, H28 1.084
12 C 0.0967 0.5681 4.6843  C10 1.406, C11 1.380, H29 1.116
13 C 1.3514 -2.5902 -0.5476  C14 1.423, C17 1.408, H30 1.097
14 C 1.6869 -3.0618 -1.8471  C13 1.423, C18 1.396, H31 1.087
15 C 2.9579 -1.0376 -2.3044  C16 1.427, C18 1.402, H32 1.067
16 C 2.6007 -0.5462 -1.0136  Cl2 1.764, C15 1.427, C17 1.395
17 C 1.7982 -1.3109 -0.1661  O5 1.333, C13 1.408, C16 1.395
18 C 2.4953 -2.3021 -2.6946  C14 1.396, C15 1.402, C22 1.536
19 C 0.3618 0.1373 0.9240  O5 1.463, C9 1.529, H33 1.097, H34 1.111
20 C -2.7634 3.9015 2.3244  S6 1.840, C25 1.531, H35 1.103, H36 1.107
21 C 1.8373 -2.5770 -5.1388  C7 1.554, C22 1.559, H37 1.124, H38 1.106
22 C 2.9396 -2.8321 -4.0663  C18 1.536, C21 1.559, H39 1.096, H40 1.117
23 C -5.0455 2.4724 2.1618  C24 1.504, C25 1.548, H41 1.089, H42 1.096
24 C -4.6606 2.6445 3.6058  C23 1.504, C25 1.522, H43 1.113, H44 1.092
25 C -3.5562 2.6136 2.5596  C20 1.531, C23 1.548, C24 1.522, H45 1.063
26 H 2.1309 -2.7414 -8.3951  O4 0.966
27 H -0.6484 2.3773 5.6863  C10 1.095
28 H 0.6780 -1.0126 3.3231  C11 1.084
29 H 0.1892 -0.0532 5.6073  C12 1.116
30 H 0.8069 -3.1905 0.1911  C13 1.097
31 H 1.3434 -4.0477 -2.1481  C14 1.087
32 H 3.5264 -0.4623 -3.0002  C15 1.067
33 H 0.5479 0.9689 0.2324  C19 1.097
34 H -0.5719 -0.3927 0.6399  C19 1.111
35 H -3.4388 4.7692 2.4149  C20 1.103
36 H -2.3496 3.9009 1.2979  C20 1.107
37 H 1.5320 -1.4987 -5.0526  C21 1.124
38 H 0.9432 -3.2063 -4.9704  C21 1.106
39 H 3.8590 -2.2934 -4.3247  C22 1.096
40 H 3.1649 -3.9216 -3.9653  C22 1.117
41 H -5.3207 1.4757 1.8191  C23 1.089
42 H -5.5062 3.3320 1.6624  C23 1.096
43 H -4.8254 1.7693 4.2730  C24 1.113
44 H -4.9711 3.6249 3.9721  C24 1.092
45 H -3.0042 1.7087 2.4844  C25 1.063